## w
4 unconnected molecules or ions with the total composition CH11N3O3, computed with ωB97M-V/def2-TZVPD.

Summary:
Total charge: 0
2S+1: 1
Orbital gap, eV: 9.9
LUMO level, eV: 0.669
SMILES: N=C(N)N.O.O.O

```
18
CH11N3O3, DFT ωB97M-V/def2-TZVPD
N -0.6447 -0.2711 0.8070
C -0.6273 -0.9534 -0.3091
N 0.3969 -1.7718 -0.6715
N -1.8540 -1.1206 -1.1176
H 0.1190 -0.4703 1.4365
H 0.4860 -1.9343 -1.5973
H 1.1654 -1.8503 -0.0060
H -2.3596 -0.2355 -0.9639
H -1.8264 -1.8028 -1.9061
O 3.0021 -0.3644 0.4918
H 2.6679 0.4989 0.3283
H 3.9564 -0.2243 0.3875
O -2.6955 1.3463 0.2470
H -2.5154 2.3275 0.0465
H -1.7860 1.1356 0.6469
O 1.2199 1.8964 0.5698
H 0.6871 2.6593 0.7661
H 0.6082 1.1348 0.8440
```

***

## x
4 unconnected molecules or ions with the total composition CH11N3O3, computed with ωB97M-V/def2-TZVPD.

Summary:
Total charge: 0
2S+1: 1
Orbital gap, eV: 4.2
LUMO level, eV: -4.782

```
18
CH11N3O3, DFT ωB97M-V/def2-TZVPD
N 1.9121 -0.8077 0.7877
C 0.9658 -0.9206 -0.3652
N 0.7864 0.2283 -1.0949
N -0.2806 -1.3574 0.2128
H 2.7703 -1.3224 0.8647
H 1.8038 0.1124 1.1988
H 1.7068 0.5273 -1.4342
H 1.2681 -1.8222 -0.9970
H -0.2378 -2.2887 0.5975
H 0.6109 1.3809 0.4564
H -0.0427 2.5153 1.0930
O 0.8164 2.0662 1.1118
H -3.4217 -0.6534 0.2116
H -1.1720 -1.0113 -0.1884
O -2.7723 -0.5668 -0.4983
H -0.9009 1.3158 -1.0393
H -2.1734 0.8845 -0.3496
O -1.6392 1.7198 -0.5676
```

***

Most stable structure, least stable structure: w, x.

***

## w
7 unconnected molecules or ions with the total composition C24H48O10S3, computed with ωB97M-V/def2-TZVPD.

Summary:
Total charge: 0
2S+1: 1
Orbital gap, eV: 8.4
LUMO level, eV: -0.048
SMILES: O=S1(=O)CCCC1.O=S1(=O)CCCC1.O=S1(=O)CCCC1.CC(C)=O.CC(C)=O.CC(C)=O.CC(C)=O

```
85
C24H48O10S3, DFT ωB97M-V/def2-TZVPD
O 23.1971 14.4742 9.8274
S 24.2659 13.5033 9.8854
O 24.4508 12.4775 8.8626
C 25.8188 14.5047 10.0006
C 26.0799 14.6100 11.5843
C 25.7525 13.2971 12.2347
C 24.4251 12.8512 11.6067
H 25.8681 15.2876 9.2438
H 26.6454 13.8201 9.8105
H 27.1470 14.7915 11.7124
H 25.4566 15.4105 11.9828
H 25.6596 13.4421 13.3110
H 26.4324 12.4527 12.1205
H 23.5502 13.3825 11.9813
H 24.1607 11.7939 11.5902
O 19.6570 13.1212 9.3538
S 20.7115 12.1464 9.2146
O 21.1810 11.4024 10.3246
C 20.3478 11.0432 7.8146
C 21.5595 10.8960 6.9028
C 22.2002 12.2866 6.9221
C 22.2540 12.7779 8.4140
H 19.4853 11.5494 7.3811
H 19.8317 10.1755 8.2254
H 22.2151 10.0819 7.2117
H 21.1431 10.6510 5.9258
H 21.5411 12.9776 6.3966
H 23.1498 12.3175 6.3879
H 22.4839 13.8023 8.7071
H 23.0840 12.2106 8.8353
O 26.4296 11.0847 16.4260
S 25.9576 12.2058 15.6482
O 24.6915 12.1006 14.8861
C 26.0273 13.7554 16.7836
C 27.2839 14.5537 16.4124
C 27.4054 14.3468 14.8556
C 27.3552 12.8663 14.5680
H 25.9301 13.5464 17.8489
H 25.1244 14.3066 16.5204
H 27.3623 15.5924 16.7334
H 28.1087 14.1260 16.9824
H 28.2356 14.8710 14.3824
H 26.5768 14.7286 14.2592
H 28.2965 12.4955 14.9736
H 27.2287 12.4983 13.5498
C 23.3587 16.8241 9.5884
C 22.5816 16.5471 10.8303
C 23.3093 15.9290 12.0661
O 21.3882 16.7912 10.8205
H 22.9556 17.7069 9.0923
H 23.3760 16.1025 8.7716
H 24.3651 17.0161 9.9603
H 22.5326 15.6246 12.7676
H 24.1222 16.5843 12.3789
H 23.8429 15.0020 11.8562
C 26.9300 15.7634 5.8277
C 26.8363 16.2704 7.2735
C 28.2859 16.4286 7.8692
O 25.8004 16.4180 7.9830
H 27.9441 15.7946 5.4293
H 26.5483 16.5977 5.2391
H 26.3534 14.8700 5.5883
H 28.1077 16.6863 8.9132
H 28.8708 17.2938 7.5572
H 28.8686 15.5169 7.7376
C 24.6088 7.6978 8.7613
C 23.5873 8.8645 8.9626
C 24.1615 10.1579 9.3782
O 22.3932 8.7137 8.7396
H 24.3645 6.9531 9.5188
H 25.6270 8.0535 8.9193
H 24.6819 7.3612 7.7272
H 24.0905 10.9053 8.5880
H 25.2049 10.0349 9.6685
H 23.7215 10.5359 10.3011
C 26.5329 18.5405 14.2503
C 25.7649 17.2619 13.9327
C 25.2247 16.5443 15.1503
O 25.5589 16.9064 12.7935
H 27.0199 18.4254 15.2187
H 25.8044 19.3027 14.5270
H 27.1830 18.8890 13.4478
H 24.7065 17.1686 15.8782
H 26.0744 16.1648 15.7179
H 24.5182 15.7698 14.8522
```

***

## x
7 unconnected molecules or ions with the total composition C24H48O10S3, computed with ωB97M-V/def2-TZVPD.

Summary:
Total charge: 0
2S+1: 1
Orbital gap, eV: 9.7
LUMO level, eV: 0.123
SMILES: O=S1(=O)CCCC1.O=S1(=O)CCCC1.O=S1(=O)CCCC1.CC(C)=O.CC(C)=O.CC(C)=O.CC(C)=O

```
85
C24H48O10S3, DFT ωB97M-V/def2-TZVPD
O -1.6978 5.7551 1.4394
S -3.1018 5.9767 1.5386
O -3.7158 6.2665 0.2609
C -3.8812 4.6480 2.4778
C -4.2690 5.1994 3.8681
C -4.5532 6.7515 3.7643
C -3.5659 7.3761 2.7809
H -3.3531 3.7086 2.3142
H -4.8275 4.3832 2.0061
H -5.2432 4.7807 4.1206
H -3.3813 4.9687 4.4571
H -4.5396 7.0994 4.7971
H -5.5355 6.8564 3.3037
H -2.6287 7.5652 3.3043
H -3.8149 8.2739 2.2152
O 1.4901 2.9810 9.4468
S 1.1835 3.5891 8.1111
O 0.2622 4.7094 7.8945
C 2.8088 3.8478 7.1206
C 2.8036 2.8004 5.9726
C 1.7548 1.7200 6.3561
C 0.5042 2.2456 6.9782
H 3.6666 4.0270 7.7688
H 2.7129 4.8906 6.8180
H 2.5233 3.1309 4.9725
H 3.7886 2.3537 5.8366
H 2.1626 0.9046 6.9536
H 1.4253 1.3486 5.3857
H -0.3199 1.8438 7.5677
H 0.0168 2.8848 6.2420
O 0.9209 -8.3690 2.2514
S 2.1724 -8.3394 1.4592
O 3.3018 -7.5214 1.9012
C 2.7667 -10.0573 0.9920
C 2.3530 -10.2783 -0.5065
C 2.5384 -8.8906 -1.1365
C 1.6850 -7.9111 -0.3298
H 2.2884 -10.7530 1.6814
H 3.7981 -10.2124 1.3087
H 2.8980 -11.0471 -1.0541
H 1.3118 -10.5987 -0.4706
H 2.2387 -8.8700 -2.1843
H 3.6018 -8.6599 -1.0731
H 0.6646 -8.2486 -0.5114
H 1.6364 -6.8383 -0.5166
C -4.7928 0.5222 -4.8895
C -6.0204 0.0215 -5.5999
C -5.7689 -1.0612 -6.6581
O -7.1069 0.5617 -5.3934
H -3.8689 0.2513 -5.4004
H -4.7720 0.3949 -3.8072
H -4.8334 1.6114 -4.8738
H -4.7181 -1.0259 -6.9454
H -6.4138 -0.8543 -7.5122
H -6.1310 -1.9831 -6.2031
C 0.4944 0.5417 1.0120
C -0.3596 -0.1930 -0.0539
C 0.2046 -1.2776 -0.9894
O -1.5407 0.0863 -0.1781
H 1.4104 -0.0243 1.1813
H -0.1427 0.4991 1.8954
H 0.7642 1.5445 0.6807
H 0.7819 -0.6993 -1.7109
H -0.4786 -1.9508 -1.5072
H 0.9925 -1.7970 -0.4439
C 1.6452 5.2527 -2.8748
C 2.8200 4.9638 -3.6662
C 3.6976 3.8906 -3.0205
O 3.1068 5.5428 -4.7161
H 1.9460 5.8721 -2.0299
H 1.2737 4.3200 -2.4504
H 0.8293 5.8138 -3.3304
H 4.3629 4.3544 -2.2923
H 4.1420 3.2887 -3.8132
H 3.0371 3.2593 -2.4262
C 2.5571 -5.1201 -5.9022
C 2.4122 -3.6715 -5.4656
C 1.8651 -2.6016 -6.4357
O 2.7528 -3.3326 -4.2922
H 1.7319 -5.6679 -5.4471
H 3.5241 -5.4911 -5.5625
H 2.5520 -5.2762 -6.9809
H 2.1166 -1.6312 -6.0076
H 0.7824 -2.5202 -6.3406
H 2.2938 -2.7052 -7.4325
```

***

Most stable structure, least stable structure: x, w.